A cluster of 11 separate species, C50H66O16 in total at a distorted geometry, computed with ωB97M-V/def2-TZVPD.

```
! RIJCOSX wB97M-V def2-TZVPD def2/J DEFGRID3
* xyz 0 1
O -2.2935 -9.2062 -2.8746
C -1.8469 -8.6371 -1.8718
C -1.5452 -9.1868 -0.4391
C -1.3296 -7.9474 0.3011
C -1.2126 -6.8563 -0.7062
O -1.8532 -7.3026 -1.8403
H -2.4272 -9.6560 -0.0032
H -0.7026 -9.8747 -0.5102
H -2.2189 -7.7415 0.8967
H -0.4021 -8.0792 0.8583
H -1.6048 -5.9255 -0.2965
H -0.1637 -6.6244 -0.8911
O 6.3523 -0.6101 11.4491
C 5.9197 -1.0330 10.3518
C 5.8109 -2.4598 9.8577
C 5.0225 -2.4621 8.5455
C 5.0199 -0.9573 8.2120
O 5.3547 -0.2473 9.4065
H 6.7729 -2.9709 9.8191
H 5.2229 -2.9418 10.6388
H 5.5662 -3.0718 7.8238
H 4.0128 -2.8725 8.5343
H 5.7450 -0.7371 7.4285
H 4.0745 -0.6117 7.7939
O 4.0163 4.8531 4.2523
C 3.5544 5.5448 3.4259
C 2.1007 5.4889 2.8844
C 2.1352 6.3481 1.6685
C 3.3571 7.2986 1.8869
O 4.2192 6.4738 2.6806
H 1.6867 4.4996 2.6900
H 1.5168 5.9687 3.6698
H 2.1154 5.7660 0.7471
H 1.2731 7.0141 1.6319
H 3.9580 7.4344 0.9877
H 3.0456 8.2561 2.3043
O -2.9239 5.3521 -1.0080
C -3.8421 4.8542 -0.3161
C -3.7427 4.1398 1.0584
C -5.2109 3.7600 1.3182
C -5.8759 3.8261 -0.0730
O -5.1271 4.7118 -0.8206
H -3.0761 3.2877 0.9256
H -3.4134 4.6915 1.9390
H -5.3100 2.8281 1.8749
H -5.5849 4.4725 2.0535
H -5.8733 2.7857 -0.3981
H -6.9288 4.0984 -0.0002
O -6.3042 -3.1105 2.4290
C -7.2105 -3.0860 1.5643
C -6.9042 -3.1550 0.0710
C -8.3444 -3.2773 -0.4870
C -9.2997 -2.7750 0.6228
O -8.5267 -2.8340 1.7929
H -6.4197 -2.2410 -0.2726
H -6.3008 -4.0550 -0.0478
H -8.4112 -2.7282 -1.4262
H -8.5822 -4.2673 -0.8762
H -9.5471 -1.7211 0.4956
H -10.1629 -3.4367 0.6938
O -5.0038 1.0132 -4.9943
C -4.8791 1.9360 -5.7817
C -3.5822 2.3035 -6.4794
C -3.8916 3.6741 -7.0866
C -5.4665 3.7433 -6.9910
O -5.9333 2.7581 -6.0660
H -2.6928 2.4150 -5.8593
H -3.4327 1.6240 -7.3185
H -3.5338 4.5064 -6.4804
H -3.4737 3.8232 -8.0822
H -5.6487 4.7199 -6.5427
H -5.9641 3.5917 -7.9489
O 5.5713 4.4860 -4.4896
C 4.6648 5.0446 -5.0905
C 4.3271 6.5129 -5.2202
C 2.8633 6.4828 -5.6592
C 2.5977 5.1758 -6.3003
O 3.6845 4.3672 -5.7838
H 4.5694 7.0629 -4.3109
H 4.9250 6.8216 -6.0777
H 2.1550 6.6795 -4.8544
H 2.6810 7.2476 -6.4140
H 1.6529 4.7785 -5.9293
H 2.5902 5.1749 -7.3903
O 7.6888 -4.5942 1.6235
C 6.8636 -5.4473 1.9753
C 6.5461 -6.7984 1.4214
C 5.6673 -7.3721 2.5089
C 5.0610 -6.2102 3.2327
O 5.9893 -5.1146 3.0137
H 6.0454 -6.7916 0.4532
H 7.5088 -7.2995 1.3211
H 4.9197 -8.0122 2.0405
H 6.2194 -8.0432 3.1669
H 4.0562 -5.9086 2.9370
H 5.0744 -6.4093 4.3042
C -2.2542 3.4919 7.5242
C -1.6652 2.3471 7.0439
C -2.4789 1.2163 6.8833
C -3.8294 1.2878 7.1605
C -4.3468 2.5185 7.5093
C -3.6362 3.6372 7.7345
H -1.5862 4.3309 7.6524
H -0.6685 2.3765 6.6292
H -2.0012 0.2870 6.6101
H -4.3723 0.3555 7.1110
H -5.3965 2.4630 7.7570
H -4.0131 4.5470 8.1780
C 0.4926 -0.6092 0.5730
C 1.5819 -0.8582 1.3791
C 2.8273 -0.4458 0.9484
C 2.9346 0.3752 -0.1610
C 1.7904 0.7327 -0.8805
C 0.5812 0.1727 -0.5428
H -0.4549 -0.9627 0.9520
H 1.4831 -1.3588 2.3310
H 3.7847 -0.5768 1.4307
H 3.8677 0.7556 -0.5495
H 1.8883 1.2968 -1.7963
H -0.3448 0.4374 -1.0317
C 1.9336 -1.5615 -8.2726
C 1.0815 -2.3979 -8.9666
C 1.4236 -2.7558 -10.2677
C 2.7153 -2.4454 -10.7736
C 3.6670 -1.8168 -9.9925
C 3.1938 -1.3174 -8.7624
H 1.6703 -1.2756 -7.2650
H 0.1871 -2.7557 -8.4784
H 0.6779 -3.3517 -10.7728
H 2.9788 -2.7521 -11.7751
H 4.6805 -1.5985 -10.2952
H 3.8576 -0.7845 -8.0978
*
```

Values from the calculation:
Maximum force (eV/Å): 4.6
Calculated total energy (eV): -85677.25699
SMILES string: O=C1CCCO1.O=C1CCCO1.O=C1CCCO1.O=C1CCCO1.O=C1CCCO1.O=C1CCCO1.O=C1CCCO1.O=C1CCCO1.c1ccccc1.c1ccccc1.c1ccccc1
HOMO (eV): -9.2413